1.
Density functional theory data (ωB97M-V/def2-TZVPD) for C8H15N3O2S2 in the gas phase.

Computed properties:
relative energy (zero: lowest compared OMol25 entry of this formula, charge and spin) = 35.2 kcal per mole
HOMO energy = -0.3037 hartree
maximum force = 3.35 eV/A

Geometry as ORCA input:
```
! wB97M-V def2-TZVPD RIJCOSX def2/J DEFGRID3
* xyz 0 1
C -1.381 -1.360 -1.345
C 1.326 -0.018 1.512
C -0.785 0.194 0.244
C -0.785 1.176 -1.072
C -2.138 1.730 -1.302
C 0.407 2.143 -1.032
C -2.228 -1.801 0.824
C 3.500 -0.712 2.418
N 0.915 -0.370 -2.639
N -1.714 -0.899 -0.147
N 2.376 -0.863 1.453
O 1.104 0.726 2.427
O 0.531 -0.286 0.437
S -1.643 -2.890 -1.914
S -0.622 -0.063 -2.469
H -1.217 0.786 1.132
H -2.902 1.043 -1.655
H -1.966 2.610 -1.954
H -2.540 2.152 -0.386
H 0.271 3.142 -1.292
H 1.104 1.646 -1.575
H 0.680 2.117 -0.024
H -2.766 -2.707 0.467
H -1.518 -2.081 1.631
H -2.922 -1.138 1.344
H 4.025 0.215 2.249
H 2.933 -0.714 3.300
H 4.138 -1.624 2.331
H 1.093 -0.843 -3.574
H 2.725 -1.317 0.612
*
```

Mulliken atomic charge list, values in e, 6 entries: C 0.2791; C 0.5826; C -0.9269; C 1.4480; C -1.5420; C -1.8395

***

2.
Density functional theory data (ωB97M-V/def2-TZVPD) for C6H8OS in the gas phase.

Computed properties:
relative energy (zero: lowest compared OMol25 entry of this formula, charge and spin) = 84.8 kcal per mole
structure (SMILES) = CC(C)=C(C=O)C=S
HOMO energy = -0.3127 hartree
maximum force = 4.83 eV/A

Geometry as ORCA input:
```
! wB97M-V def2-TZVPD RIJCOSX def2/J DEFGRID3
* xyz 0 1
C 2.280 -0.452 -1.270
C 1.137 -1.003 -0.250
C 1.762 -2.212 0.420
C 0.040 -0.191 -0.052
C -0.865 -0.841 0.951
O -1.988 -0.559 1.191
C -0.390 1.102 -0.704
S -1.307 2.216 -0.065
H 2.277 -0.826 -2.377
H 2.077 0.561 -1.488
H 3.166 -0.791 -0.858
H 2.152 -1.977 1.675
H 2.738 -2.632 -0.185
H 0.935 -3.021 0.494
H -0.452 -1.779 1.344
H 0.132 1.066 -1.661
*
```

Mulliken atomic charge list, values in e, 6 entries: C -1.5670; C 0.7708; C -1.3059; C 0.7115; C -0.2156; O -0.4432

***

Computed values of frontier orbital gap (unit: eV) for the preceding records, in sequence: 8.5; 7.7.
Computed values of E (unit: hartree) for the preceding records, in sequence: -1424.87268; -706.71099.